Entry 1:
ORCA calculation (the ωB97M-V functional and the def2-TZVPD basis) on a 2-piece molecular cluster, C27H25N7O4Si overall.

Atoms and positions in Å:
C: -3.242 -2.591 0.576
C: -1.967 -3.158 0.462
C: -0.909 -2.653 1.225
C: -1.127 -1.613 2.149
Si: 0.219 -1.142 3.351
C: 0.913 -2.792 3.864
C: 2.278 -3.075 3.729
C: 2.753 -4.375 3.931
C: 1.863 -5.402 4.263
C: 0.500 -5.125 4.424
C: 0.028 -3.820 4.238
C: 1.603 0.027 2.902
C: 1.536 0.857 1.775
C: 2.429 1.930 1.653
C: 3.429 2.132 2.611
C: 3.576 1.234 3.675
C: 2.657 0.186 3.823
C: -0.605 -0.164 4.733
C: -1.745 -0.865 5.495
C: -2.733 0.266 5.846
C: -2.290 1.514 5.067
N: -1.153 1.089 4.232
C: -2.389 -1.018 2.211
C: -3.444 -1.503 1.425
H: -4.072 -2.966 -0.021
H: -1.798 -3.997 -0.215
H: 0.094 -3.081 1.134
H: 2.966 -2.278 3.446
H: 3.819 -4.582 3.820
H: 2.228 -6.420 4.396
H: -0.201 -5.920 4.687
H: -1.041 -3.611 4.348
H: 0.784 0.658 1.006
H: 2.364 2.596 0.790
H: 4.094 2.992 2.531
H: 4.386 1.347 4.397
H: 2.760 -0.508 4.664
H: 0.241 0.017 5.428
H: -2.202 -1.650 4.878
H: -1.336 -1.348 6.388
H: -3.760 -0.008 5.594
H: -2.679 0.476 6.919
H: -3.093 1.921 4.437
H: -1.962 2.320 5.743
H: -0.443 1.818 4.086
H: -2.538 -0.167 2.877
H: -4.423 -1.028 1.479
O: -4.598 2.091 0.058
N: -3.444 1.953 0.486
O: -2.796 0.878 0.389
C: -2.688 3.028 1.088
C: -2.778 4.354 0.616
C: -1.723 5.223 0.856
N: -1.538 6.441 0.083
O: -0.428 6.997 0.055
O: -2.530 6.856 -0.557
C: -0.696 4.859 1.782
N: 0.398 5.457 2.288
N: 0.941 4.587 3.166
N: 0.252 3.475 3.232
N: -0.797 3.601 2.364
C: -1.705 2.643 1.993
H: -3.597 4.653 -0.030
H: -1.562 1.633 2.352

Force components x, y, z for each atom (eV/Å):
C 0.1948 0.2695 0.1543
C 0.1722 0.1809 0.1285
C -0.4661 -0.0384 0.0130
C 0.1548 0.2359 -0.6992
Si -0.2373 -0.0026 0.2129
C 0.1497 -0.1617 0.2366
C -0.1838 -0.5285 0.0866
C -0.1850 0.0146 0.0438
C -0.0518 0.2707 -0.0145
C 0.0151 0.3388 0.0105
C 0.4115 -0.3557 -0.0539
C 0.1967 -0.1700 -0.3938
C 0.4501 0.3010 0.3569
C 0.1647 -0.3019 -0.0668
C -0.1745 -0.1784 -0.0341
C -0.3940 -0.2001 -0.1087
C 0.0776 0.5652 -0.2265
C 0.7610 -0.5291 0.7039
C 0.2634 0.0492 -0.2181
C -0.1098 -0.0422 0.2015
C 0.6618 0.2804 0.0283
N -0.0668 0.1735 -0.2253
C -0.3307 -0.5175 -0.1818
C 0.1740 -0.3052 0.2311
H 0.2171 0.0235 0.1302
H -0.0471 0.2519 0.1374
H -0.3582 -0.0174 0.0279
H -0.1156 -0.3390 0.0037
H -0.2822 -0.0134 0.0165
H -0.0676 0.2481 -0.0217
H 0.2562 0.1992 -0.0683
H 0.3562 -0.1062 -0.0840
H 0.1257 0.1920 0.2075
H 0.0126 -0.1199 0.2604
H -0.1339 -0.2632 -0.0448
H -0.2398 0.0483 -0.2369
H -0.0924 0.3652 -0.2174
H -0.3364 0.1099 0.1611
H -0.1000 0.2804 0.1788
H -0.1733 0.0142 -0.1268
H 0.1150 0.0220 0.1391
H -0.1902 -0.0522 -0.1495
H 0.0115 -0.0386 0.0413
H -0.2672 -0.1524 -0.0098
H -0.3134 -0.6421 0.5520
H -0.1107 -0.3650 -0.1775
H 0.2081 -0.1348 -0.0247
O 1.8709 0.5179 0.9514
N -0.4719 -2.8354 -1.2152
O -1.4041 2.5572 -0.0700
C 1.3062 0.3852 1.4094
C 0.7378 0.7709 -0.4496
C 0.0571 -0.8102 0.3616
N -0.3670 2.4095 -1.6012
O -2.0378 -1.5182 0.4012
O 1.5513 -0.9677 1.2474
C 0.7435 -0.2078 0.5475
N -0.6913 -0.6139 -0.1716
N -1.8566 -0.9537 -0.7339
N 0.4178 0.7832 -0.0727
N 0.0679 0.7666 -0.2322
C -0.2949 0.9335 -1.4005
H 0.2238 -0.0399 -0.1108
H 0.0257 -0.0362 0.2595

**Charge**: 0
**Total energy**: -54895.18267 eV

Entry 2:
ORCA calculation (the ωB97M-V functional and the def2-TZVPD basis) on C16H34N3NiO3P3S as an isolated structure.

Atoms and positions in Å:
Ni: 0.824 -0.056 0.654
C: -1.555 0.737 2.689
P: 0.185 0.223 2.682
C: 0.995 1.385 3.797
C: 0.225 -1.397 3.531
C: -0.266 -2.469 2.560
P: 0.568 -2.206 0.949
C: 2.082 -3.210 1.028
C: -0.432 -3.200 -0.204
H: -1.947 0.754 3.706
H: -2.144 0.067 2.064
H: -1.605 1.739 2.258
H: 0.475 1.414 4.756
H: 0.992 2.370 3.334
H: 2.025 1.068 3.941
H: -0.362 -1.377 4.451
H: 1.274 -1.550 3.792
H: -1.339 -2.359 2.376
H: -0.095 -3.479 2.936
H: 1.809 -4.262 1.118
H: 2.714 -2.918 1.864
H: 2.648 -3.053 0.109
H: -0.506 -4.224 0.164
H: 0.053 -3.203 -1.180
H: -1.427 -2.773 -0.315
S: 3.588 -0.647 2.370
C: 4.255 0.859 2.542
N: 4.693 1.934 2.630
N: 1.141 2.950 0.743
C: 1.025 1.799 0.705
C: 4.514 1.058 -0.471
C: 3.297 0.322 -0.764
N: 2.328 -0.257 -0.987
H: 5.175 0.425 0.118
H: 4.262 1.927 0.140
H: 4.996 1.373 -1.394
C: -1.266 3.486 -3.042
C: -0.817 2.671 -1.850
O: -1.465 1.381 -1.932
P: -0.938 0.083 -1.116
O: -2.277 -0.412 -0.361
C: -3.560 -0.417 -1.026
C: -4.421 0.697 -0.474
O: -0.956 -0.994 -2.337
C: -0.020 -0.752 -3.410
C: -0.781 -0.545 -4.701
H: -0.793 4.469 -3.012
H: -2.349 3.617 -3.031
H: -0.984 2.992 -3.974
H: -1.092 3.160 -0.918
H: 0.264 2.547 -1.846
H: -4.004 -1.393 -0.835
H: -3.425 -0.308 -2.102
H: -4.543 0.593 0.605
H: -5.409 0.675 -0.939
H: -3.959 1.663 -0.682
H: 0.640 -1.617 -3.468
H: 0.603 0.118 -3.185
H: -1.399 -1.418 -4.915
H: -0.087 -0.396 -5.530
H: -1.424 0.331 -4.615

Force components x, y, z for each atom (eV/Å):
Ni -0.3159 0.4074 -0.6885
C 0.0186 -0.0396 -0.0313
P 0.1281 -0.0618 0.1615
C 0.0374 0.0081 -0.0525
C -0.1013 -0.0204 0.0489
C 0.0154 0.1416 0.0172
P -0.0523 -0.5539 0.0733
C -0.0005 0.0924 -0.0459
C 0.0437 0.0924 -0.0242
H -0.0086 0.0274 0.0132
H -0.0268 0.0254 0.0162
H -0.0333 -0.0078 0.0159
H -0.0504 -0.0464 -0.0177
H 0.0156 0.0067 0.0394
H 0.0707 0.0261 0.0070
H -0.0009 0.0470 0.0123
H 0.0282 -0.0486 0.0317
H 0.0005 -0.0112 0.0175
H 0.0172 -0.0215 -0.0272
H -0.0055 -0.0137 -0.0135
H -0.0354 -0.0224 -0.0029
H 0.0092 -0.0093 0.0337
H 0.0171 -0.0107 0.0321
H -0.0478 -0.0071 0.0027
H 0.0184 -0.0100 -0.0074
S 0.0361 -0.3565 0.0179
C 0.0736 0.5507 0.2802
N -0.0293 -0.1891 0.0058
N -0.0314 -0.0762 -0.0616
C 0.0216 0.2093 0.1656
C -0.0773 0.0152 -0.0942
C 0.2512 0.0800 0.0441
N -0.0803 -0.1260 0.0240
H -0.0006 -0.0146 -0.0547
H -0.0262 -0.0216 -0.0320
H -0.0295 -0.0147 -0.0418
C 0.0119 -0.1015 0.0364
C -0.0535 0.1704 -0.1686
O 0.1687 -0.0794 0.1434
P -0.2244 -0.0930 0.0120
O 0.1203 0.0480 -0.1027
C -0.0884 0.0917 0.0064
C 0.0478 0.0257 0.0198
O 0.2003 0.1032 0.0480
C -0.1022 0.0121 -0.0714
C 0.0112 -0.0179 0.0812
H -0.0224 -0.0082 -0.0027
H 0.0251 0.0143 -0.0219
H -0.0144 0.0326 0.0182
H -0.0069 -0.0457 0.0790
H 0.0336 -0.0701 0.0358
H 0.0155 -0.0491 0.0098
H 0.0550 -0.0281 -0.0004
H -0.0106 0.0042 -0.0301
H 0.0182 -0.0057 0.0143
H -0.0359 -0.0207 0.0122
H 0.0170 -0.0295 0.0248
H 0.0155 -0.0104 0.0403
H -0.0080 0.0328 -0.0267
H -0.0101 -0.0056 0.0098
H -0.0126 -0.0170 -0.0316

**Charge**: 0
**ΔE to the lowest compared entry with this formula, charge and spin**: 26.7 kcal per mole

Values for strongest force on any atom, eV/Å, ordered as above
3.1; 0.9